# 1
Molecular formula: C18H21N3O6S2
Method: DFT, the ωB97M-V functional and the def2-TZVPD basis

Each line ends with the Mulliken charge.
Geometry (Å):
C  3.58  3.93  1.94  -1.382
C  3.04  2.79  1.09  -0.046
H  3.53  2.74  0.12  0.309
H  1.96  2.89  0.93  0.244
O  3.28  1.56  1.79  -0.218
C  2.96  0.44  1.16  0.555
O  2.55  0.40  0.03  -0.538
C  3.16  -0.76  2.06  -0.920
C  2.14  -0.68  3.16  0.155
C  2.25  0.07  4.28  -0.270
S  0.82  -0.03  5.23  -0.275
C  0.17  -1.10  4.00  0.370
N  0.96  -1.34  3.02  -0.356
N  -1.08  -1.64  4.18  -0.056
C  -1.84  -2.29  3.26  -0.020
S  -2.97  -3.38  3.76  -0.378
N  -1.67  -2.03  1.93  -0.040
C  -1.37  -0.81  1.33  0.632
O  -1.04  0.17  1.97  -0.587
C  -1.52  -0.83  -0.14  0.157
C  -2.47  -1.61  -0.79  -1.051
C  -2.62  -1.55  -2.17  -0.186
C  -1.80  -0.71  -2.93  0.886
C  -0.83  0.08  -2.27  0.965
C  -0.72  0.03  -0.89  -0.691
H  0.02  0.61  -0.37  0.434
O  -0.04  0.85  -3.06  -0.413
C  0.90  1.70  -2.44  -0.837
H  1.62  1.14  -1.84  0.363
H  0.41  2.45  -1.81  0.340
H  1.42  2.20  -3.26  0.307
O  -1.94  -0.73  -4.30  -0.543
C  -1.83  0.48  -5.02  -0.750
H  -0.80  0.73  -5.24  0.217
H  -2.37  0.31  -5.95  0.319
H  -2.30  1.31  -4.49  0.326
O  -3.59  -2.39  -2.63  -0.457
C  -4.07  -2.32  -3.96  -0.721
H  -3.30  -2.60  -4.68  0.252
H  -4.88  -3.04  -4.00  0.280
H  -4.45  -1.33  -4.20  0.294
H  -3.16  -2.24  -0.26  0.528
H  -2.07  -2.73  1.32  0.253
H  -1.42  -1.69  5.13  0.326
H  3.08  0.67  4.60  0.510
H  3.00  -1.67  1.48  0.318
H  4.16  -0.73  2.48  0.347
H  4.64  3.81  2.10  0.324
H  3.08  3.95  2.90  0.322
H  3.40  4.87  1.43  0.402

For the gap between HOMO and LUMO, the calculation gives 8.31 eV. The calculation puts the molar mass at 439.51 Da. The maximum force comes out at 1.4 eV/A. Its HOMO energy is -8.25 eV.

---

# 2
Molecular formula: C27H52BNO3PSi
Method: DFT, the ωB97M-V functional and the def2-TZVPD basis

Each line ends with the Mulliken charge.
Geometry (Å):
C  7.24  -3.69  0.68  -1.308
C  6.74  -3.00  -0.59  0.091
O  6.85  -1.58  -0.44  -0.446
C  6.08  -0.86  -1.38  -0.876
C  5.43  0.37  -0.74  -1.399
C  4.18  0.12  0.15  1.154
B  4.56  0.92  1.52  0.145
O  4.70  2.31  1.47  -0.670
C  4.80  0.22  2.91  -0.221
C  3.47  -0.01  3.70  -1.042
C  3.90  -1.35  0.57  -1.245
C  3.08  -1.90  -0.65  -0.847
C  2.40  -0.67  -1.33  0.109
P  2.45  -0.51  -3.22  -0.044
C  3.67  0.77  -3.76  -0.990
O  3.14  -1.95  -3.69  -0.501
N  2.84  0.45  -0.42  0.309
C  2.51  1.88  -0.73  -0.919
C  1.44  2.44  0.23  -1.184
C  0.10  1.75  -0.08  0.160
C  -1.13  2.44  0.55  -1.063
C  -2.36  2.25  -0.37  -0.789
C  -2.84  0.78  -0.42  -0.701
C  -4.38  0.67  -0.48  -0.834
C  -4.95  0.88  0.96  -0.584
Si  -6.52  -0.09  1.36  -0.034
C  -6.20  -1.85  1.97  -1.068
C  -7.37  0.83  2.79  -1.210
C  -7.78  -0.18  -0.04  0.668
C  -7.79  -1.21  -0.96  -0.149
C  -8.76  -1.24  -1.93  -0.652
C  -9.73  -0.28  -2.01  -0.398
C  -9.72  0.77  -1.11  -0.652
C  -8.75  0.79  -0.14  -0.257
H  6.98  -4.75  0.61  0.387
H  8.32  -3.60  0.78  0.355
H  6.71  -3.32  1.56  0.237
H  5.67  -3.23  -0.65  0.049
H  7.27  -3.34  -1.48  0.438
H  5.38  -1.48  -1.96  0.296
H  6.79  -0.46  -2.12  0.609
H  5.28  1.14  -1.49  0.296
H  6.21  0.75  -0.06  0.500
H  5.65  2.48  1.43  0.340
H  5.40  0.91  3.51  0.446
H  5.40  -0.69  2.81  0.241
H  3.22  -1.08  3.64  0.351
H  3.55  0.23  4.76  0.351
H  2.64  0.56  3.26  0.201
H  4.76  -1.93  0.88  0.225
H  3.19  -1.45  1.40  0.325
H  3.65  -2.55  -1.31  0.263
H  2.23  -2.54  -0.38  0.510
H  1.33  -0.76  -1.13  0.558
H  4.59  0.33  -4.15  0.456
H  3.20  1.30  -4.60  0.361
H  3.92  1.53  -3.02  0.291
H  3.96  -1.74  -4.16  0.317
H  2.26  0.28  0.41  0.310
H  2.10  1.97  -1.74  0.702
H  3.42  2.48  -0.72  0.382
H  1.77  2.29  1.27  0.065
H  1.42  3.51  0.01  0.562
H  0.00  1.69  -1.17  0.276
H  0.14  0.72  0.32  0.136
H  -1.30  1.99  1.54  0.441
H  -0.92  3.50  0.69  0.425
H  -2.01  2.54  -1.37  0.424
H  -3.14  2.93  0.00  0.499
H  -2.42  0.32  -1.33  0.363
H  -2.44  0.23  0.44  0.393
H  -4.68  -0.28  -0.94  0.418
H  -4.69  1.52  -1.09  0.345
H  -4.18  0.56  1.67  0.364
H  -5.09  1.96  1.13  0.375
H  -5.31  -1.98  2.58  0.349
H  -6.17  -2.52  1.10  0.302
H  -7.10  -2.17  2.52  0.302
H  -6.81  0.73  3.72  0.350
H  -8.40  0.47  2.88  0.346
H  -7.43  1.88  2.49  0.333
H  -7.07  -2.02  -0.94  0.239
H  -8.78  -2.07  -2.64  0.352
H  -10.52  -0.30  -2.75  0.370
H  -10.47  1.56  -1.13  0.385
H  -8.78  1.61  0.57  0.239

For the gap between HOMO and LUMO, the calculation gives 8.09 eV. The calculation puts the molar mass at 508.59 Da. As for the total charge: +1. The maximum force comes out at 2.1 eV/A. Its HOMO energy is -10.60 eV.

---

# 3
Molecular formula: Br2FH2PSi
Method: DFT, the ωB97M-V functional and the def2-TZVPD basis

Each line ends with the Mulliken charge.
Geometry (Å):
F  0.10  -1.60  -0.90  -0.185
Si  -1.08  0.96  -0.47  0.233
P  0.80  -0.55  0.00  0.253
Br  -0.59  2.78  0.97  -0.263
Br  -2.74  -0.18  0.72  -0.232
H  1.85  0.12  -0.80  0.101
H  1.66  -1.53  0.48  0.094

For the gap between HOMO and LUMO, the calculation gives 7.75 eV. The calculation puts the molar mass at 239.88 Da. The maximum force comes out at 1.9 eV/A. Its HOMO energy is -9.05 eV.

---

# 4
Molecular formula: C24H33F3IrN3O3PSSiTe
Method: DFT, the ωB97M-V functional and the def2-TZVPD basis

Each line ends with the Mulliken charge.
Geometry (Å):
Ir  -0.26  -0.36  0.38  1.547
C  2.29  -0.03  -1.89  -1.072
Si  2.09  -0.39  0.00  0.660
C  3.07  -2.02  0.34  -1.435
C  2.87  0.96  1.02  0.525
C  3.11  0.57  2.39  -0.407
C  3.65  1.49  3.31  -0.650
C  3.99  2.79  2.91  -0.529
C  3.68  3.22  1.62  -0.646
C  3.15  2.32  0.68  -0.245
H  3.33  0.05  -2.18  0.516
H  1.83  0.97  -2.11  -0.042
H  1.88  -0.87  -2.43  0.328
H  4.09  -1.72  0.63  0.441
H  3.16  -2.61  -0.59  0.381
H  2.62  -2.65  1.06  0.397
H  2.88  -0.47  2.70  0.259
H  3.86  1.15  4.33  0.405
H  4.42  3.49  3.59  0.421
H  3.93  4.21  1.28  0.448
H  2.99  2.64  -0.37  0.261
C  -2.02  -3.95  -3.39  -1.379
C  -2.01  -2.46  -3.05  0.286
C  -1.38  -1.49  -3.77  -0.719
C  -1.33  -0.18  -3.29  0.116
N  -1.77  0.05  -2.01  0.103
C  -2.39  -0.86  -1.32  0.102
S  -2.77  -0.36  0.36  -0.289
N  -2.63  -2.10  -1.85  0.124
C  -0.67  0.98  -3.97  -1.321
H  -1.03  -4.17  -3.80  0.351
H  -2.86  -4.30  -3.97  0.357
H  -2.20  -4.54  -2.47  0.333
H  -0.89  -1.69  -4.69  0.544
H  -3.29  -2.80  -1.48  0.381
H  -0.34  0.67  -4.93  0.460
H  0.12  1.45  -3.43  0.137
H  -1.43  1.78  -4.06  0.308
C  -0.62  2.32  3.30  -0.681
C  -1.42  3.40  2.71  -0.135
O  -2.15  2.91  1.50  -0.074
P  -1.42  2.69  0.18  -0.778
O  -0.28  1.79  0.14  -0.697
Te  -3.32  2.09  -1.23  0.222
O  -0.84  4.05  -0.30  -0.153
C  -1.78  5.18  -0.40  -0.337
C  -1.13  6.53  -0.10  -1.153
H  -0.19  2.72  4.25  0.413
H  0.17  1.98  2.63  -0.045
H  -1.27  1.53  3.64  0.281
H  -0.79  4.31  2.38  0.147
H  -2.29  3.70  3.28  0.337
H  -2.66  5.07  0.27  0.368
H  -2.18  5.18  -1.43  0.363
H  -0.65  6.41  0.89  0.266
H  -1.89  7.29  -0.08  0.393
H  -0.36  6.82  -0.84  0.291
F  -0.20  -7.18  2.15  -0.244
C  -0.97  -6.56  1.27  0.620
F  -2.21  -6.70  1.70  -0.238
F  -0.85  -7.25  0.09  -0.290
C  -0.66  -5.08  1.07  0.146
C  -0.79  -4.18  2.12  -0.875
C  -0.57  -2.87  1.82  -0.317
N  -0.27  -2.37  0.59  0.497
C  -0.15  -3.25  -0.37  -0.151
C  -0.35  -4.61  -0.21  -0.741
H  -1.06  -4.50  3.12  0.484
H  -0.65  -2.06  2.63  0.331
H  0.17  -2.81  -1.33  0.556
H  -0.10  -5.29  -1.01  0.739

For the gap between HOMO and LUMO (spin up / spin down), the calculation gives 5.67 / 5.30 eV. The calculation puts the molar mass at 879.48 Da. As for the total charge: +1. As for the multiplicity: 5. The maximum force comes out at 3.1 eV/A. Its HOMO energy (spin up / spin down) is -8.54 / -10.42 eV. Its expectation value of S² is 6.033.

---

# 5
Molecular formula: C20H24BeN7SSe2Si
Method: DFT, the ωB97M-V functional and the def2-TZVPD basis

Each line ends with the Mulliken charge.
Geometry (Å):
Be  0.79  1.50  -0.05  -0.849
Se  1.67  3.16  -3.19  -0.012
Se  1.28  0.88  -3.13  0.041
C  2.64  0.56  -1.82  0.444
C  3.81  -0.09  -2.17  -0.780
C  4.81  -0.21  -1.22  -0.277
C  4.62  0.35  0.03  -0.983
C  3.41  0.97  0.30  -0.111
N  2.42  1.05  -0.60  0.507
C  0.70  3.88  -1.69  0.500
C  0.29  5.19  -1.91  -0.778
C  -0.30  5.91  -0.89  -0.351
C  -0.49  5.28  0.33  -0.864
C  -0.07  3.98  0.47  -0.049
N  0.53  3.27  -0.51  0.299
H  3.93  -0.48  -3.17  0.437
H  5.74  -0.72  -1.46  0.439
H  5.38  0.31  0.80  0.442
H  3.20  1.39  1.28  0.524
H  0.43  5.64  -2.89  0.413
H  -0.63  6.93  -1.05  0.420
H  -0.96  5.79  1.17  0.461
H  -0.21  3.45  1.40  0.412
C  -0.65  -4.24  -1.62  -1.027
Si  -2.01  -3.30  -0.76  0.099
C  -3.62  -3.73  -1.62  -1.155
C  -2.12  -3.78  1.05  -0.710
C  -1.86  -1.40  -0.82  -0.008
C  -2.96  -0.67  -1.20  0.128
C  -2.92  0.73  -1.26  -1.380
C  -1.74  1.34  -0.95  0.176
N  -0.64  0.67  -0.54  0.535
C  -0.68  -0.69  -0.46  0.016
S  0.73  -1.53  0.09  -0.489
H  -0.97  -5.29  -1.71  0.347
H  0.29  -4.19  -1.09  0.302
H  -0.49  -3.86  -2.63  0.347
H  -3.71  -4.82  -1.68  0.315
H  -3.63  -3.35  -2.64  0.356
H  -4.51  -3.37  -1.10  0.331
H  -2.26  -4.86  1.16  0.419
H  -2.96  -3.28  1.54  0.336
H  -1.21  -3.50  1.57  -0.062
H  -3.88  -1.17  -1.47  0.382
H  -3.77  1.32  -1.57  0.449
H  -1.65  2.42  -1.01  0.349
N  0.32  -1.09  5.45  -0.370
C  0.42  -0.80  4.15  0.647
N  0.25  -1.76  3.25  -0.083
N  0.68  0.47  3.86  -0.737
C  0.74  0.93  2.67  1.081
N  0.82  1.48  1.65  -0.276
H  0.09  -2.01  5.78  0.197
H  0.43  -0.35  6.12  0.246
H  0.06  -2.70  3.54  0.207
H  0.38  -1.59  2.24  -0.254

For the gap between HOMO and LUMO, the calculation gives 6.92 eV. The calculation puts the molar mass at 589.55 Da. As for the total charge: +1. The maximum force comes out at 0.3 eV/A. Its HOMO energy is -10.02 eV.

---

# 6
Molecular formula: C2H6N4S4
Method: DFT, the ωB97M-V functional and the def2-TZVPD basis

Each line ends with the Mulliken charge.
Geometry (Å):
C  -1.72  0.25  0.17  0.259
C  1.83  -0.29  0.32  0.556
H  -1.37  -2.36  -1.32  0.294
H  -2.37  -2.36  0.18  0.304
H  -2.85  -0.09  -1.48  0.225
H  0.50  1.19  0.80  0.063
H  2.13  2.34  -0.74  0.285
H  3.33  1.76  0.34  0.271
N  -2.25  -2.01  -0.75  -0.640
N  -2.30  -0.62  -0.74  -0.039
N  1.47  0.97  0.51  0.161
N  2.25  2.11  0.34  -0.860
S  -1.91  1.89  0.22  -0.299
S  -0.89  -0.60  1.60  -0.131
S  0.76  -1.59  0.89  -0.055
S  3.37  -0.61  -0.34  -0.393

For the gap between HOMO and LUMO, the calculation gives 8.06 eV. The calculation puts the molar mass at 214.37 Da. The maximum force comes out at 4.4 eV/A. Its HOMO energy is -8.71 eV.

---

What did the fifth record say?
Molecular formula: C20H24BeN7SSe2Si
Method: DFT, the ωB97M-V functional and the def2-TZVPD basis

Each line ends with the Mulliken charge.
Geometry (Å):
Be  0.79  1.50  -0.05  -0.849
Se  1.67  3.16  -3.19  -0.012
Se  1.28  0.88  -3.13  0.041
C  2.64  0.56  -1.82  0.444
C  3.81  -0.09  -2.17  -0.780
C  4.81  -0.21  -1.22  -0.277
C  4.62  0.35  0.03  -0.983
C  3.41  0.97  0.30  -0.111
N  2.42  1.05  -0.60  0.507
C  0.70  3.88  -1.69  0.500
C  0.29  5.19  -1.91  -0.778
C  -0.30  5.91  -0.89  -0.351
C  -0.49  5.28  0.33  -0.864
C  -0.07  3.98  0.47  -0.049
N  0.53  3.27  -0.51  0.299
H  3.93  -0.48  -3.17  0.437
H  5.74  -0.72  -1.46  0.439
H  5.38  0.31  0.80  0.442
H  3.20  1.39  1.28  0.524
H  0.43  5.64  -2.89  0.413
H  -0.63  6.93  -1.05  0.420
H  -0.96  5.79  1.17  0.461
H  -0.21  3.45  1.40  0.412
C  -0.65  -4.24  -1.62  -1.027
Si  -2.01  -3.30  -0.76  0.099
C  -3.62  -3.73  -1.62  -1.155
C  -2.12  -3.78  1.05  -0.710
C  -1.86  -1.40  -0.82  -0.008
C  -2.96  -0.67  -1.20  0.128
C  -2.92  0.73  -1.26  -1.380
C  -1.74  1.34  -0.95  0.176
N  -0.64  0.67  -0.54  0.535
C  -0.68  -0.69  -0.46  0.016
S  0.73  -1.53  0.09  -0.489
H  -0.97  -5.29  -1.71  0.347
H  0.29  -4.19  -1.09  0.302
H  -0.49  -3.86  -2.63  0.347
H  -3.71  -4.82  -1.68  0.315
H  -3.63  -3.35  -2.64  0.356
H  -4.51  -3.37  -1.10  0.331
H  -2.26  -4.86  1.16  0.419
H  -2.96  -3.28  1.54  0.336
H  -1.21  -3.50  1.57  -0.062
H  -3.88  -1.17  -1.47  0.382
H  -3.77  1.32  -1.57  0.449
H  -1.65  2.42  -1.01  0.349
N  0.32  -1.09  5.45  -0.370
C  0.42  -0.80  4.15  0.647
N  0.25  -1.76  3.25  -0.083
N  0.68  0.47  3.86  -0.737
C  0.74  0.93  2.67  1.081
N  0.82  1.48  1.65  -0.276
H  0.09  -2.01  5.78  0.197
H  0.43  -0.35  6.12  0.246
H  0.06  -2.70  3.54  0.207
H  0.38  -1.59  2.24  -0.254

For the gap between HOMO and LUMO, the calculation gives 6.92 eV. The calculation puts the molar mass at 589.55 Da. As for the total charge: +1. The maximum force comes out at 0.3 eV/A. Its HOMO energy is -10.02 eV.

---

Look up the maximum force of the fourth one.
3.1 eV/A